Entry from the Open Molecules 2025 dataset: a structure of composition C22H23HfN5O2Se in a non-equilibrium geometry (ωB97M-V/def2-TZVPD).

Last column: Löwdin charge in e.
CARTESIAN COORDINATES (ANGSTROEM)
N 0.204 1.689 -1.639  0.018
C 0.216 2.844 -1.582  -0.114
C 0.295 4.260 -1.489  0.040
H -0.725 4.670 -1.546  0.137
H 0.900 4.619 -2.337  0.135
H 0.769 4.512 -0.527  0.138
N 1.822 -1.488 -2.030  0.041
C 2.774 -2.167 -2.127  -0.093
C 3.924 -2.961 -2.199  0.047
H 4.584 -2.515 -2.955  0.143
H 3.620 -3.969 -2.516  0.145
H 4.400 -2.971 -1.209  0.146
N -1.871 -1.507 -1.763  -0.015
C -2.915 -2.018 -1.678  -0.114
C -4.187 -2.614 -1.516  0.044
H -4.110 -3.409 -0.756  0.144
H -4.477 -3.039 -2.490  0.136
H -4.915 -1.842 -1.214  0.145
Hf -0.050 -0.398 -2.213  1.494
C 0.026 -2.412 -0.022  -0.101
O -0.009 -3.429 0.521  0.142
C 1.450 0.118 0.324  -0.122
O 2.142 0.485 1.162  0.140
C 0.593 0.877 -4.189  -0.105
C -0.809 0.947 -4.055  -0.113
C -1.572 -0.226 -4.085  -0.107
C -0.936 -1.475 -4.228  -0.100
C 0.455 -1.545 -4.331  -0.095
C 1.220 -0.362 -4.325  -0.098
H 1.171 1.799 -4.448  0.182
H -1.330 1.927 -4.211  0.184
H -2.676 -0.145 -4.253  0.184
H -1.537 -2.377 -4.503  0.182
H 0.917 -2.500 -4.681  0.181
H 2.280 -0.389 -4.675  0.181
C 0.296 -1.311 3.114  -0.022
N -0.086 0.075 3.294  -0.065
C -0.862 0.806 2.403  -0.675
Se -1.526 0.206 0.806  0.759
N -1.001 2.014 3.034  0.144
C -0.402 2.028 4.302  -0.157
C -0.512 2.938 5.361  0.032
C 0.049 2.542 6.586  -0.002
C 0.657 1.275 6.731  -0.011
C 0.738 0.378 5.686  0.028
C 0.202 0.798 4.465  -0.135
H -0.593 -1.929 2.838  0.102
H 0.720 -1.663 4.084  0.115
H 1.053 -1.424 2.301  0.063
H -1.549 2.758 2.662  0.157
H -1.026 3.903 5.217  0.137
H -0.003 3.220 7.459  0.142
H 1.049 0.999 7.683  0.124
H 1.153 -0.602 5.762  0.112

HOMO level (alpha / beta) in eV: -17.911 / -17.928
HOMO-LUMO gap (alpha / beta) in eV: 3.69 / 3.71
Energy above the lowest of the compared OMol25 structures with the same formula, charge and spin in eV: 2.011
Calculated total energy in Eh: -3724.33293
Total charge: +4

=====

Entry from the Open Molecules 2025 dataset: a structure of composition C41H66FN5RhS2SbSi4 in a non-equilibrium geometry (ωB97M-V/def2-TZVPD).

Last column: Löwdin charge in e.
CARTESIAN COORDINATES (ANGSTROEM)
Rh 0.070 0.442 0.914  0.733
C -5.471 0.508 2.894  -0.180
Si -4.212 0.606 4.265  0.491
C -3.647 2.368 4.515  -0.178
C -4.972 0.008 5.864  -0.190
C -2.718 -0.484 3.901  -0.233
C -2.287 -1.460 4.793  -0.065
C -1.147 -2.217 4.537  -0.055
C -0.439 -1.955 3.385  -0.117
N -0.827 -1.028 2.501  -0.037
C -1.937 -0.318 2.741  -0.747
S -2.252 0.839 1.490  0.706
H -6.414 0.977 3.200  0.035
H -5.677 -0.533 2.617  0.037
H -5.102 1.024 2.002  0.005
H -4.504 3.021 4.721  0.037
H -3.142 2.746 3.621  0.007
H -2.956 2.446 5.362  0.035
H -5.849 0.618 6.109  0.034
H -4.268 0.092 6.700  0.034
H -5.301 -1.036 5.798  0.037
H -2.839 -1.633 5.712  0.098
H -0.814 -2.987 5.221  0.102
H 0.463 -2.505 3.139  0.105
C 2.451 2.430 -2.920  -0.313
Sb 2.161 1.737 -0.892  1.456
C -0.058 1.560 -0.926  -0.548
C -0.579 0.862 -2.135  -0.422
C -1.242 -0.377 -2.066  -0.051
C -1.746 -0.949 -3.219  -0.086
C -1.610 -0.280 -4.428  -0.078
C -0.959 0.941 -4.411  -0.145
N -0.460 1.505 -3.309  0.089
Si -0.746 3.309 -0.703  0.370
C -0.088 4.589 -1.905  -0.198
C -2.593 3.165 -0.995  -0.185
C -0.357 3.956 1.001  -0.185
C 3.345 -0.218 -1.016  -0.527
C 2.610 -1.301 -0.287  -0.413
C 3.280 -2.446 0.186  -0.067
C 2.573 -3.523 0.664  -0.040
C 1.183 -3.470 0.662  -0.069
C 0.583 -2.312 0.230  -0.166
N 1.268 -1.229 -0.202  0.038
Si 3.517 -0.879 -2.794  0.442
C 1.860 -1.086 -3.606  -0.157
C 4.660 0.141 -3.876  -0.167
C 4.237 -2.615 -2.807  -0.164
Si 5.034 0.187 -0.212  0.433
C 5.443 2.004 -0.417  -0.213
C 6.494 -0.729 -0.967  -0.184
C 5.141 -0.249 1.619  -0.170
H 1.642 3.129 -3.112  -0.031
H 2.431 1.649 -3.677  -0.017
H 3.407 2.964 -2.959  0.001
H -1.382 -0.852 -1.102  0.045
H -2.251 -1.906 -3.175  0.077
H -2.009 -0.687 -5.349  0.099
H -0.815 1.497 -5.334  0.109
H -0.169 4.241 -2.939  0.018
H 0.960 4.835 -1.694  0.028
H -0.675 5.511 -1.808  0.035
H -2.802 3.019 -2.062  0.032
H -3.122 4.069 -0.664  0.039
H -3.007 2.311 -0.447  -0.037
H 0.684 3.758 1.273  0.021
H -0.994 3.477 1.753  0.000
H -0.524 5.040 1.055  0.042
H 4.363 -2.486 0.137  0.102
H 3.093 -4.411 1.004  0.116
H 0.576 -4.304 0.991  0.113
H -0.499 -2.238 0.221  0.044
H 1.277 -0.164 -3.620  0.000
H 1.266 -1.842 -3.077  0.035
H 1.989 -1.421 -4.642  0.051
H 4.613 1.217 -3.687  0.011
H 4.401 -0.027 -4.928  0.045
H 5.701 -0.170 -3.749  0.019
H 3.566 -3.334 -2.323  0.032
H 5.211 -2.674 -2.308  0.018
H 4.377 -2.935 -3.847  0.044
H 5.241 2.348 -1.442  0.019
H 6.510 2.163 -0.216  0.040
H 4.870 2.638 0.266  0.011
H 6.541 -0.653 -2.056  0.006
H 6.498 -1.794 -0.706  0.028
H 7.414 -0.285 -0.566  0.042
H 5.341 0.645 2.223  0.032
H 5.970 -0.946 1.786  0.040
H 4.238 -0.719 2.017  0.023
C -1.184 -4.706 -2.319  -0.084
C -2.500 -4.833 -1.562  -0.260
N -3.469 -3.820 -1.969  -0.021
C -3.801 -2.710 -1.249  -0.823
S -3.316 -2.419 0.332  0.677
N -4.590 -1.839 -1.916  -0.017
C -5.116 -0.587 -1.367  -0.256
C -5.143 0.499 -2.432  -0.080
H -0.478 -5.467 -1.973  0.075
H -0.737 -3.722 -2.150  0.053
H -1.329 -4.842 -3.395  0.073
H -2.339 -4.696 -0.500  0.060
H -2.938 -5.819 -1.724  0.112
H -3.735 -3.835 -2.940  0.130
H -4.911 -2.091 -2.837  0.136
H -4.474 -0.301 -0.540  0.046
H -6.122 -0.751 -0.977  0.116
H -4.138 0.691 -2.813  0.058
H -5.531 1.425 -2.005  0.077
H -5.788 0.216 -3.271  0.072
F 2.791 3.734 5.263  0.054
C 2.188 2.911 4.386  -0.291
C 2.960 2.234 3.466  -0.005
C 2.318 1.429 2.529  -0.146
C 0.947 1.284 2.530  -0.249
C 0.203 1.934 3.502  -0.124
C 0.816 2.767 4.430  -0.001
H 4.037 2.351 3.471  0.113
H 2.923 0.913 1.800  0.025
H -0.871 1.809 3.556  0.054
H 0.236 3.312 5.165  0.120

HOMO level in eV: -7.274
HOMO-LUMO gap in eV: 6.76
Energy above the lowest of the compared OMol25 structures with the same formula, charge and spin in eV: 1.139
Calculated total energy in Eh: -4280.79467

=====

Entry from the Open Molecules 2025 dataset: a cluster of 6 separate species, C44H90N6O7 in total in a non-equilibrium geometry (ωB97M-V/def2-TZVPD).

Last column: Löwdin charge in e.
CARTESIAN COORDINATES (ANGSTROEM)
N -15.039 8.134 8.319  -0.746
O -15.350 7.659 9.396  -0.065
O -15.696 9.022 7.815  -0.055
O -14.044 7.779 7.770  -0.049
C -10.424 16.474 15.792  0.001
C -11.533 16.504 14.780  -0.367
C -11.018 17.252 13.448  -0.122
C -10.004 16.486 12.630  -0.203
C -10.617 15.224 12.200  -0.124
C -11.303 14.277 13.344  -0.347
N -12.117 15.109 14.311  0.132
O -12.854 14.355 15.185  0.172
C -10.185 13.360 14.048  0.007
C -12.296 13.261 12.678  -0.016
C -12.834 17.339 15.251  0.006
H -9.605 15.772 15.639  0.080
H -10.826 16.189 16.764  0.107
H -10.057 17.500 15.789  0.118
H -10.674 18.243 13.744  0.131
H -11.929 17.550 12.929  0.116
H -9.163 16.214 13.268  0.119
H -9.485 16.978 11.808  0.139
H -9.688 14.841 11.777  0.129
H -11.350 15.331 11.400  0.123
H -10.522 12.672 14.824  0.093
H -9.471 13.974 14.598  0.066
H -9.611 12.678 13.420  0.100
H -11.665 12.513 12.197  0.096
H -12.933 13.720 11.922  0.091
H -12.951 12.758 13.390  0.085
H -13.500 16.896 15.992  0.087
H -13.377 17.504 14.320  0.078
H -12.571 18.339 15.596  0.101
C -8.585 3.118 8.695  -0.007
C -8.115 3.106 10.137  -0.456
C -8.482 4.509 10.691  -0.127
C -8.156 4.593 12.194  -0.168
C -8.439 3.378 13.083  -0.115
C -9.365 2.303 12.395  -0.388
N -8.892 2.046 10.927  0.140
O -9.291 0.826 10.357  0.168
C -10.845 2.695 12.241  0.008
C -9.216 0.934 13.083  -0.013
C -6.640 2.870 10.392  0.012
H -7.992 3.891 8.207  0.108
H -9.653 3.318 8.777  0.102
H -8.406 2.219 8.105  0.099
H -9.554 4.703 10.645  0.108
H -8.067 5.314 10.086  0.142
H -8.633 5.444 12.680  0.122
H -7.086 4.786 12.108  0.108
H -8.681 3.535 14.135  0.134
H -7.471 3.046 13.458  0.118
H -11.071 3.583 11.651  0.090
H -11.535 2.620 13.082  0.114
H -11.280 1.929 11.599  0.088
H -9.096 1.091 14.155  0.104
H -8.372 0.281 12.861  0.102
H -10.104 0.368 12.801  0.090
H -5.992 3.651 9.994  0.119
H -6.274 1.943 9.951  0.108
H -6.411 2.834 11.457  0.088
C -21.599 5.926 11.540  0.003
C -22.429 6.801 12.518  -0.417
C -23.595 5.911 12.947  -0.132
C -23.197 4.785 13.947  -0.148
C -22.488 5.354 15.200  -0.113
C -21.252 6.245 14.881  -0.437
N -21.567 7.201 13.739  0.134
O -20.665 8.209 13.489  0.174
C -20.078 5.375 14.465  0.001
C -20.977 7.207 16.086  0.012
C -23.022 8.034 11.771  -0.001
H -22.231 5.501 10.760  0.111
H -21.162 5.038 11.996  0.070
H -20.813 6.455 11.002  0.103
H -24.231 5.555 12.137  0.138
H -24.259 6.590 13.481  0.127
H -22.532 4.028 13.530  0.103
H -24.085 4.237 14.261  0.125
H -22.244 4.534 15.875  0.140
H -23.228 5.990 15.687  0.127
H -19.666 4.768 15.271  0.114
H -19.261 5.961 14.043  0.107
H -20.421 4.567 13.819  0.075
H -21.203 6.592 16.956  0.104
H -21.584 8.093 15.895  0.094
H -19.949 7.567 16.131  0.093
H -23.921 7.863 11.179  0.109
H -22.177 8.450 11.223  0.086
H -23.196 8.874 12.444  0.093
C -19.147 2.749 4.764  0.000
C -18.937 3.118 3.241  -0.402
C -19.403 1.955 2.331  -0.138
C -19.645 2.333 0.847  -0.126
C -20.735 3.491 0.817  -0.130
C -20.359 4.760 1.610  -0.428
N -19.766 4.389 2.966  0.134
O -19.635 5.451 3.901  0.137
C -21.719 5.456 1.785  -0.002
C -19.241 5.406 0.726  0.012
C -17.415 3.489 3.013  0.007
H -18.501 3.335 5.417  0.090
H -18.940 1.680 4.819  0.096
H -20.186 2.950 5.025  0.090
H -20.398 1.737 2.719  0.122
H -18.790 1.066 2.478  0.136
H -19.998 1.371 0.475  0.121
H -18.671 2.551 0.410  0.109
H -21.657 3.060 1.208  0.117
H -20.990 3.684 -0.225  0.133
H -22.028 5.944 0.861  0.111
H -21.529 6.347 2.384  0.086
H -22.465 4.797 2.230  0.103
H -18.204 5.075 0.682  0.083
H -19.166 6.448 1.035  0.093
H -19.616 5.575 -0.283  0.107
H -16.735 2.660 3.209  0.107
H -17.082 4.388 3.533  0.094
H -17.221 3.838 1.999  0.061
C -11.326 13.443 -1.945  -0.083
C -11.759 13.060 -0.495  -0.202
C -10.557 12.653 0.368  -0.092
N -10.921 11.614 1.454  -0.255
C -11.468 10.321 0.821  0.033
C -11.781 12.261 2.587  -0.048
C -10.771 12.883 3.619  -0.089
C -9.370 12.302 3.172  -0.164
C -9.744 11.164 2.309  -0.149
H -10.629 12.829 -2.516  0.078
H -10.697 14.325 -2.058  0.078
H -12.249 13.573 -2.510  0.082
H -12.466 12.246 -0.656  0.099
H -12.282 13.885 -0.012  0.112
H -10.094 13.515 0.849  0.140
H -9.835 12.039 -0.170  0.129
H -11.499 9.568 1.609  0.101
H -10.871 9.975 -0.023  0.120
H -12.523 10.501 0.615  0.100
H -12.334 11.378 2.905  0.129
H -12.460 12.965 2.105  0.121
H -10.977 12.471 4.607  0.113
H -10.843 13.969 3.681  0.115
H -8.739 12.052 4.025  0.124
H -8.715 13.006 2.661  0.114
H -9.914 10.337 2.997  0.149
H -8.959 11.025 1.565  0.141

HOMO level in eV: -11.781
HOMO-LUMO gap in eV: 1.53
Energy above the lowest of the compared OMol25 structures with the same formula, charge and spin in eV: 4.981
Calculated total energy in Eh: -2583.67323
Total charge: +4

=====

Entry from the Open Molecules 2025 dataset: a structure of composition C41H33FeN9O4S2 (ωB97M-V/def2-TZVPD).

Last column: Löwdin charge in e.
CARTESIAN COORDINATES (ANGSTROEM)
Fe 0.324 1.285 0.396  0.389
S 3.350 3.307 2.893  1.029
C 4.029 1.785 2.514  -0.417
C 3.185 1.011 1.768  -0.193
C 1.934 1.633 1.474  -0.233
C 1.911 2.889 2.035  -0.535
C 0.735 3.715 1.851  -0.272
C 0.526 4.987 2.378  -0.011
C -0.674 5.628 2.136  -0.046
C -1.646 4.993 1.373  -0.045
C -1.364 3.739 0.865  -0.126
N -0.206 3.113 1.087  0.038
H 5.021 1.541 2.864  0.065
H 3.465 0.012 1.451  0.090
H 1.301 5.456 2.969  0.109
H -0.853 6.617 2.538  0.115
H -2.597 5.460 1.160  0.110
H -2.067 3.221 0.226  0.083
O 4.023 1.355 -5.515  0.083
N 4.272 0.383 -4.829  -0.333
O 5.076 -0.477 -5.106  0.106
C 3.489 0.214 -3.584  -0.080
C 3.330 -1.056 -3.163  0.077
C 2.489 -1.342 -2.042  -0.115
C 2.267 -2.641 -1.556  0.019
C 1.442 -2.805 -0.472  -0.021
C 0.855 -1.678 0.117  -0.067
N 1.045 -0.448 -0.324  0.080
C 1.844 -0.282 -1.405  -0.112
C 2.031 1.066 -1.862  -0.117
N 1.370 2.010 -1.159  0.083
C 1.575 3.274 -1.467  -0.109
C 2.451 3.662 -2.488  -0.002
C 3.098 2.714 -3.234  0.028
C 2.882 1.351 -2.937  -0.070
H 3.820 -1.860 -3.694  0.138
H 2.745 -3.487 -2.032  0.129
H 1.243 -3.784 -0.060  0.109
H 0.229 -1.787 0.994  0.116
H 1.037 4.011 -0.891  0.100
H 2.599 4.715 -2.679  0.123
H 3.762 3.004 -4.031  0.115
C 0.539 -6.720 3.592  -0.062
O -0.333 -6.213 4.592  -0.059
C -1.336 -5.401 4.215  -0.272
C -2.171 -4.950 5.249  0.018
C -3.226 -4.124 4.970  -0.005
C -3.465 -3.690 3.649  -0.304
C -2.640 -4.163 2.617  -0.006
C -1.585 -5.012 2.897  -0.008
N -4.521 -2.837 3.465  0.098
N -4.718 -2.269 2.323  0.107
C -3.965 -1.374 1.771  -0.219
C -4.334 -1.007 0.413  0.034
C -3.536 -0.287 -0.392  0.034
C -2.262 0.188 0.100  -0.279
O -1.469 0.849 -0.581  -0.007
C -1.915 -0.078 1.509  -0.127
N -0.739 0.452 1.888  0.072
C -0.415 0.404 3.174  -0.043
C -1.261 -0.168 4.122  0.011
C -2.436 -0.770 3.725  0.030
C -2.770 -0.760 2.365  -0.059
H 1.269 -7.329 4.114  0.099
H 1.050 -5.907 3.071  0.093
H -0.006 -7.338 2.876  0.100
H -1.965 -5.280 6.258  0.129
H -3.889 -3.781 5.753  0.123
H -2.842 -3.883 1.591  0.115
H -0.977 -5.389 2.087  0.102
H -5.283 -1.395 0.066  0.130
H -3.817 -0.032 -1.405  0.128
H 0.541 0.836 3.438  0.124
H -0.979 -0.143 5.165  0.122
H -3.096 -1.220 4.451  0.116
S -1.355 3.739 -2.627  0.635
C -0.916 2.576 -3.758  -0.863
N -0.289 2.899 -4.903  0.020
C 0.128 1.970 -5.944  -0.156
C 0.246 0.564 -5.381  -0.153
C -0.986 0.240 -4.552  -0.162
N -1.181 1.273 -3.551  0.014
H -0.174 3.889 -5.048  0.121
H 1.091 2.300 -6.334  0.120
H -0.590 1.984 -6.770  0.124
H 1.131 0.491 -4.749  0.089
H 0.356 -0.149 -6.197  0.124
H -0.877 -0.716 -4.040  0.120
H -1.864 0.168 -5.203  0.125
H -1.519 1.057 -2.626  0.076

HOMO level (alpha / beta) in eV: -9.831 / -9.831
2S+1: 2
HOMO-LUMO gap (alpha / beta) in eV: 5.77 / 5.67
Energy above the lowest of the compared OMol25 structures with the same formula, charge and spin in eV: 0.000
Calculated total energy in Eh: -4435.80033
Total charge: +1